Computed, not measured: C22H37BrHoNP as an isolated structure in a non-equilibrium geometry, with ωB97M-V with the def2-TZVPD basis set.

- HOMO level (spin up / spin down): -0.143 / -0.147 hartree
- <S²>: 6.00
- Multiplicity: 5
- Total charge: -1
- Maximum force: 4.17 eV Å⁻¹
- Lowest unoccupied orbital energy (spin up / spin down): 2.621 / 2.621 eV
- HOMO-LUMO gap (spin up / spin down): 6.513 / 6.626 eV

Structure (XYZ):
```
63
Properties=species:S:1:pos:R:3:forces:R:3
H 2.252660 -0.175059 -1.842791 0.16 -0.33 0.23
H -0.242116 3.407890 -3.861937 -0.12 -0.67 -0.05
C -0.964389 0.100139 3.186677 0.15 -0.15 0.15
C 2.626931 -0.553108 0.262945 -0.42 -0.58 1.36
C 3.222443 0.843118 0.465370 -0.06 0.28 -0.15
C -3.877034 1.540198 -1.954200 0.18 0.55 0.33
C 1.476898 -0.002105 3.506222 0.02 -0.06 0.55
H -2.023159 -1.633600 1.593227 0.15 -0.19 -0.32
H 4.456606 -1.498090 0.837904 -0.13 -0.14 0.11
H -1.921578 -1.639021 -0.190615 0.23 -0.17 0.46
C -0.093663 -2.333984 0.771914 1.06 0.45 1.24
C -1.616785 -2.173114 0.725499 -0.19 0.20 -0.19
H 1.313269 1.264395 -3.201437 -0.74 0.01 -0.55
C 0.466473 1.927308 2.312529 -0.06 0.37 -0.39
H -0.033777 -2.664843 2.953983 0.15 -0.10 -0.32
P 0.745236 -0.554683 0.788782 -2.33 0.91 -2.85
H -3.455799 3.727792 -2.398703 -0.03 -0.56 0.39
C -3.526047 0.723026 -0.847577 0.41 0.49 0.40
H 3.323162 -1.384456 2.191698 -0.05 -0.10 -0.37
H 2.421778 -1.912780 -1.462663 0.12 0.34 0.04
C -0.526935 0.029085 -3.730544 0.51 0.63 -0.58
H 2.673436 1.591245 -0.131230 0.13 -0.22 0.26
H -2.693617 2.503628 -4.531149 0.47 -0.43 0.26
H -2.080799 -3.177253 0.697977 0.23 0.25 0.09
H 1.413422 -3.364965 -0.464546 -0.42 0.07 0.06
H -1.836232 0.382480 2.591863 0.21 -0.17 0.07
H -0.338499 2.308165 1.668552 0.28 -0.19 0.15
C -2.750138 2.879158 -0.444099 -0.61 -0.42 0.23
C -3.401418 2.870477 -1.713026 0.01 -0.65 0.34
C -0.541227 2.353213 -3.923779 0.15 -0.61 -0.58
C 0.342599 -3.100584 -0.471524 0.09 -0.13 -0.43
C -1.842312 0.448211 -4.107019 0.44 0.28 -0.02
H 3.240186 1.172248 1.513557 0.01 -0.15 -0.31
H -4.385368 1.199479 -2.860533 0.25 0.15 0.40
H 0.120901 -2.535815 -1.391752 0.13 -0.07 0.38
H -0.217927 -0.992620 -3.444619 -0.19 0.72 -0.35
H 3.076685 -2.612325 0.907953 0.08 0.38 0.07
H -0.137827 -4.121306 1.945965 0.12 0.11 0.20
H 1.406806 2.247329 1.851341 -0.28 -0.09 0.05
H 1.409017 -3.269351 2.071808 -0.38 0.12 0.05
H -0.231840 -4.044013 -0.525375 0.18 0.24 0.10
C 2.786337 -0.908146 -1.217997 -0.26 0.15 -0.18
H 1.265131 0.494578 4.470957 0.17 -0.12 -0.22
H -1.000501 0.698887 4.118422 0.01 -0.18 -0.36
H 0.387922 2.444528 3.288056 -0.02 -0.35 -0.19
C 3.390853 -1.574970 1.110401 0.58 -0.16 0.00
C -2.843095 1.563459 0.112199 -0.42 0.06 -0.01
H 1.450540 -1.086987 3.700418 0.14 0.31 -0.09
C 0.383732 0.419244 2.516295 0.91 -0.89 -0.24
H -2.298341 1.205314 1.001254 -0.64 0.36 -0.64
C -1.837905 1.874016 -4.253625 0.56 -0.47 -0.05
H -3.640361 -0.369115 -0.779766 -0.17 0.68 0.04
H 4.265246 0.816665 0.102146 -0.25 0.02 0.13
N -0.027017 0.053292 -0.455563 2.16 -1.94 3.00
H 2.491141 0.293906 3.198079 -0.42 -0.13 0.08
Br 0.557593 3.261977 -0.840985 0.59 1.02 -0.03
Ho -1.073707 1.230727 -1.631363 -2.34 2.32 -0.86
C 0.294637 1.220451 -3.630998 -0.06 -0.51 -0.71
H -1.035114 -0.953990 3.491707 -0.10 0.30 -0.16
C 0.318456 -3.118991 2.015991 -0.11 -0.72 0.12
H -2.712761 -0.213312 -4.212336 0.49 0.39 -0.01
H -2.239927 3.738476 0.005993 -0.30 -0.52 -0.23
H 3.867117 -0.865517 -1.455935 -0.39 0.00 0.09
```
Positions in Å, forces in eV/Å.

=====

Computed, not measured: C22H37BrNO2OsP3 as an isolated structure in a non-equilibrium geometry, with ωB97M-V with the def2-TZVPD basis set.

- HOMO level (spin up / spin down): -0.638 / -0.757 hartree
- <S²>: 6.05
- Multiplicity: 5
- Total charge: +4
- Maximum force: 4.97 eV Å⁻¹
- Energy above the lowest of the compared OMol25 structures with the same formula, charge and spin: 0.0 kJ/mol
- Lowest unoccupied orbital energy (spin up / spin down): -11.796 / -16.394 eV
- HOMO-LUMO gap (spin up / spin down): 5.557 / 4.213 eV

Structure (XYZ):
```
67
Properties=species:S:1:pos:R:3:forces:R:3
C -1.339594 -3.036239 -2.377799 0.23 0.12 0.55
H 1.607571 -1.815556 5.742160 0.00 -0.23 -0.05
H 0.760525 -3.684324 4.191758 0.04 0.23 0.15
H -4.546935 1.932835 1.528085 0.17 0.02 0.09
P -2.266900 1.052786 1.646119 -2.00 0.57 1.94
H 4.772101 -1.358475 0.845595 -0.08 0.08 0.00
C 0.058435 -1.446734 -4.319858 0.00 0.14 0.07
C 0.806145 -2.641551 3.883738 0.41 0.36 1.10
H -3.006901 -1.054980 2.549029 -0.10 -0.01 0.12
H -2.666421 2.919713 3.130772 0.28 -0.16 -0.18
C 0.379632 -2.298765 2.595755 0.22 -0.32 0.20
H 2.264314 2.341654 -1.260399 -0.11 0.15 -0.09
C 0.831731 -0.070993 2.928870 -0.22 -0.49 -0.93
H 3.883593 0.983963 -2.001886 0.08 -0.16 0.00
H 3.369955 -1.414416 1.954143 0.09 -0.02 -0.08
H -0.441505 -1.739502 -5.257778 0.19 0.07 0.33
C 1.217013 2.302787 -1.529502 0.82 0.72 -0.48
H -4.368941 0.358593 0.696477 0.10 0.22 0.03
O 1.199936 -2.056253 -0.851755 -0.41 3.87 0.64
Os -0.238197 0.645653 -1.206550 0.77 -2.23 4.37
H 0.515557 3.075486 0.359598 0.00 0.10 -0.06
H 3.394115 -0.717440 -2.284857 0.21 0.15 0.14
H -0.382166 -3.390247 -1.985180 -0.21 -0.12 -0.14
C -1.495248 2.151344 -2.219635 -1.43 0.35 -0.52
C 1.303997 -0.333254 4.224430 0.79 1.58 1.78
H -1.820163 -0.276928 3.620711 -0.22 0.01 0.04
C -3.903799 1.336573 0.875717 0.62 -0.21 -0.73
C 1.274876 -1.632156 4.726582 -0.14 -1.29 0.04
C -0.525748 1.674543 -3.095367 -0.20 0.60 -2.25
H -2.543906 2.084870 -2.498958 0.15 0.01 0.09
H -0.985987 2.254391 3.299900 -0.40 0.28 -0.22
C -2.689479 -0.106048 2.980291 0.77 -0.52 -0.36
H -1.662356 -3.678487 -3.201811 0.05 0.14 -0.02
C 0.232203 2.715874 -0.621808 0.28 0.50 0.97
H 0.800816 -2.215383 -4.046512 -0.29 0.27 -0.15
O -2.100716 -1.395868 0.163654 2.54 3.58 -0.70
H 2.520898 2.147370 0.943579 0.46 -0.12 0.14
C 0.833609 1.770582 -2.760954 0.87 0.08 -1.15
N 0.423711 -1.053990 2.125579 -0.05 1.77 0.05
C -1.781955 2.539541 2.590828 0.60 0.08 -0.69
H -2.080317 -3.083187 -1.572249 0.07 -0.07 -0.25
C 3.682129 -1.441213 0.907918 -0.66 -0.25 -0.08
H 0.583086 -0.490995 -4.468307 -0.17 -0.37 -0.13
Br 1.969434 1.127642 5.286716 -0.80 -1.74 -1.20
C -2.815933 -0.942105 -3.582473 0.21 0.23 0.09
H -1.409424 3.302423 1.889264 -0.14 0.00 0.54
H -3.441556 -0.591820 -2.749606 0.05 -0.11 -0.25
H 3.492850 1.115290 2.052769 -0.01 0.12 -0.49
H 4.269383 1.883652 0.615697 -0.29 -0.17 0.16
H -0.004004 -3.077358 1.941046 0.03 0.15 -0.10
P -1.144409 -1.314249 -2.940070 -0.36 -1.28 -1.03
P 2.945845 -0.056977 -0.007089 1.48 -0.21 0.38
H -3.767910 1.844804 -0.084122 -0.33 -0.01 0.14
H 4.885160 -0.358295 -1.371556 -0.09 0.10 -0.03
C 3.345420 1.419558 1.002259 -0.44 0.18 -0.07
H -2.779709 -0.173798 -4.362230 -0.15 -0.17 0.08
H -3.496790 0.326093 3.573048 -0.08 0.13 -0.05
H -0.827335 1.216581 -4.028273 0.09 0.28 -0.07
C 0.979893 -0.873976 -0.813210 0.50 -4.30 -1.24
H -3.247112 -1.872155 -3.981793 0.11 0.36 0.00
C -1.123545 2.665672 -0.976373 -0.55 0.88 -0.07
H 0.810434 0.974666 2.621242 -0.04 -0.29 -0.45
C 3.862324 -0.022142 -1.574067 -0.44 0.09 -0.18
H 3.362583 -2.388420 0.460478 0.16 0.10 0.06
H -1.883569 2.979106 -0.282991 -0.07 0.22 0.03
C -1.434805 -0.464893 -0.171737 -2.84 -4.06 0.04
H 1.584061 1.425128 -3.467052 -0.10 0.02 0.14
```
Positions in Å, forces in eV/Å.